[1]
Entry from the Open Molecules 2025 dataset: a molecular structure, C41H60BF4GeN4O2Ti (wB97M-V/def2-TZVPD).

Last column: Mulliken charge in e.
Atoms and positions in Å:
Ti: 0.339 0.417 0.103  -0.794
C: -0.218 -0.678 -3.894  -2.155
C: -0.822 -0.471 -2.542  0.336
O: -0.041 -0.789 -1.474  0.213
C: -2.058 0.015 -2.361  -1.294
C: -2.647 0.177 -1.061  0.673
C: -4.134 0.075 -0.959  -1.933
N: -1.873 0.337 -0.029  2.431
N: -2.520 0.408 1.197  -1.058
C: -1.637 0.409 2.123  0.558
O: -0.348 0.271 1.799  0.768
C: -1.955 0.632 3.538  -0.086
C: -3.244 0.406 4.015  -0.524
C: -3.533 0.651 5.346  -0.790
C: -2.544 1.131 6.197  -0.524
C: -1.263 1.367 5.718  -1.065
C: -0.964 1.114 4.388  -0.250
H: -0.063 0.297 -4.355  0.395
H: -0.890 -1.242 -4.539  0.533
H: 0.743 -1.183 -3.821  0.219
H: -2.670 0.215 -3.230  0.465
H: -4.593 0.547 -1.829  0.496
H: -4.515 0.499 -0.038  0.529
H: -4.406 -0.986 -0.985  0.255
H: -4.006 0.035 3.341  0.465
H: -4.531 0.469 5.724  0.438
H: -2.775 1.322 7.238  0.414
H: -0.497 1.750 6.380  0.475
H: 0.027 1.306 3.998  0.607
C: 2.029 2.009 -4.224  -1.427
C: 1.555 2.897 -3.075  1.289
C: 2.040 4.338 -3.288  -1.670
C: 0.048 2.945 -2.854  1.101
C: -0.787 3.311 -3.908  -0.170
C: -2.118 3.622 -3.693  -1.648
C: -2.621 3.662 -2.399  -0.271
C: -1.829 3.301 -1.315  -0.014
C: -2.297 3.554 0.106  2.370
C: -1.747 4.909 0.573  -1.522
C: -3.813 3.538 0.279  -2.003
C: -0.528 2.850 -1.580  -0.913
N: 0.255 2.300 -0.501  2.056
C: 1.220 3.072 0.041  -0.785
C: 2.087 2.564 0.953  0.269
C: 3.090 3.193 1.733  -2.195
C: 3.562 2.229 2.568  -1.170
C: 2.839 1.012 2.300  -0.573
N: 1.965 1.219 1.317  1.609
C: 3.139 -0.245 3.097  3.129
C: 4.618 -0.602 2.863  -1.820
C: 2.933 0.086 4.589  -1.801
C: 2.291 -1.473 2.774  -1.615
H: 1.986 0.954 -3.959  0.176
H: 3.069 2.237 -4.460  0.467
H: 1.450 2.166 -5.137  0.248
H: 2.031 2.520 -2.174  -0.625
H: 1.659 4.742 -4.228  0.366
H: 3.130 4.369 -3.323  0.463
H: 1.703 5.003 -2.489  0.354
H: -0.376 3.394 -4.908  0.472
H: -2.751 3.900 -4.526  0.448
H: -3.635 4.002 -2.230  0.444
H: -1.870 2.794 0.754  -1.237
H: -2.098 5.709 -0.083  0.338
H: -0.656 4.932 0.573  0.292
H: -2.086 5.128 1.588  0.436
H: -4.267 4.454 -0.109  0.522
H: -4.067 3.473 1.338  0.338
H: -4.281 2.697 -0.232  0.359
H: 1.296 4.107 -0.273  0.439
H: 3.393 4.227 1.664  0.614
H: 4.345 2.334 3.301  0.638
H: 5.290 0.172 3.236  0.413
H: 4.820 -0.753 1.802  0.249
H: 4.850 -1.529 3.393  0.474
H: 3.471 0.983 4.896  0.398
H: 3.300 -0.747 5.191  0.538
H: 1.875 0.223 4.819  0.262
H: 2.573 -1.919 1.824  -0.010
H: 1.225 -1.246 2.768  -0.039
H: 2.466 -2.218 3.554  0.703
C: 0.981 -4.979 1.586  -0.538
C: -0.434 -4.769 2.111  -0.564
C: -1.404 -4.197 1.082  -1.063
C: -0.997 -2.800 0.558  0.577
Ge: 0.069 -2.876 -1.052  1.688
C: -0.897 -3.546 -2.582  -0.336
C: -0.768 -5.086 -2.679  -0.789
C: 0.311 -5.548 -3.655  -0.713
C: 1.731 -5.132 -3.288  -0.818
H: 1.601 -5.499 2.317  0.507
H: 1.478 -4.032 1.363  -0.083
H: 0.982 -5.585 0.673  0.205
H: -0.406 -4.099 2.976  0.263
H: -0.834 -5.718 2.473  0.485
H: -2.391 -4.110 1.539  0.429
H: -1.528 -4.913 0.262  0.231
H: -0.451 -2.262 1.337  -0.622
H: -1.884 -2.216 0.315  0.253
H: 1.471 -3.415 -0.914  -0.221
H: -0.535 -3.093 -3.504  0.277
H: -1.937 -3.242 -2.453  0.491
H: -1.730 -5.482 -3.008  0.451
H: -0.589 -5.541 -1.696  0.087
H: 0.062 -5.165 -4.650  0.325
H: 0.259 -6.637 -3.729  0.433
H: 1.869 -4.048 -3.317  0.119
H: 2.450 -5.563 -3.985  0.462
H: 2.001 -5.478 -2.286  0.164
F: 2.292 0.520 -1.296  -0.115
B: 2.771 -0.777 -1.001  -0.077
F: 3.988 -0.805 -0.420  -0.271
F: 2.605 -1.626 -2.065  -0.343
F: 1.727 -1.177 0.077  -0.460

Results
charge: +1
multiplicity: 1
energy above the lowest of the compared OMol25 structures with the same formula, charge and spin: 22.7 kJ/mol
highest occupied orbital energy: -10.696 eV
gap between HOMO and LUMO: 6.8 eV

=====

[2]
Entry from the Open Molecules 2025 dataset: a molecular structure, C41H61ClGeN7O4P3Ru (wB97M-V/def2-TZVPD).

Last column: Löwdin spin population.
Atoms and positions in Å:
Ru: 12.700 10.843 14.220  1.946
C: 17.769 11.998 13.062  0.001
C: 17.815 12.084 11.524  0.006
C: 17.965 13.534 10.995  0.002
P: 16.159 11.401 10.821  0.065
C: 14.859 12.856 11.339  0.046
N: 13.503 12.762 10.945  0.364
Ge: 12.075 12.329 12.380  0.067
N: 11.976 14.089 13.430  0.048
C: 12.231 14.046 14.887  0.022
P: 13.270 12.656 15.444  0.130
C: 12.637 12.561 17.191  0.027
C: 12.863 13.859 17.951  0.007
C: 13.173 11.310 17.930  0.011
C: 14.977 13.469 15.401  0.020
C: 15.824 13.281 16.659  0.002
C: 15.227 14.899 14.887  0.003
C: 11.777 15.316 12.842  0.006
C: 12.091 16.525 13.409  0.002
C: 12.240 17.667 12.606  0.005
C: 12.081 17.608 11.198  0.004
C: 11.613 16.432 10.600  0.005
C: 11.399 15.338 11.438  0.019
N: 11.068 14.068 10.841  0.075
C: 11.724 13.657 9.634  0.114
C: 11.135 13.662 8.391  -0.013
C: 11.978 13.572 7.287  0.126
C: 13.346 13.788 7.441  0.005
C: 13.981 13.558 8.642  0.077
C: 13.115 13.294 9.733  0.028
C: 9.645 13.728 10.922  0.003
C: 8.632 14.639 10.788  0.007
C: 7.356 14.184 10.429  0.002
C: 7.258 12.809 10.375  0.008
C: 8.209 11.875 10.823  0.000
C: 9.471 12.340 11.100  0.007
N: 10.529 11.574 11.527  0.014
C: 10.553 10.158 11.453  0.006
P: 10.898 9.486 13.188  0.076
C: 9.299 9.449 14.241  0.013
C: 8.085 9.259 13.322  0.001
C: 9.205 10.682 15.178  0.033
C: 11.300 7.689 12.741  0.017
C: 10.214 6.826 12.076  0.004
C: 12.560 7.704 11.730  0.002
C: 16.765 11.216 9.020  0.007
C: 18.237 10.665 8.850  0.002
C: 15.872 10.176 8.258  0.002
H: 17.577 10.990 13.396  0.000
H: 17.079 12.722 13.496  0.000
H: 18.812 12.303 13.395  0.000
H: 18.582 11.427 11.100  0.002
H: 19.006 13.772 10.865  0.000
H: 17.619 14.252 11.740  0.000
H: 17.516 13.716 10.019  0.000
H: 15.227 13.941 11.130  0.017
H: 14.929 12.679 12.429  0.006
H: 11.288 14.161 15.420  0.001
H: 12.758 14.993 15.211  0.002
H: 11.587 12.356 17.018  0.003
H: 13.941 14.095 17.878  0.000
H: 12.696 13.652 19.022  0.002
H: 12.205 14.732 17.700  0.000
H: 14.140 11.545 18.361  0.000
H: 13.268 10.522 17.186  0.012
H: 12.448 10.965 18.675  0.000
H: 15.454 12.755 14.582  0.000
H: 15.584 14.021 17.448  0.000
H: 16.867 13.423 16.396  0.001
H: 15.756 12.369 17.220  0.000
H: 15.087 15.618 15.687  0.000
H: 14.697 15.276 14.020  0.000
H: 16.298 15.034 14.577  0.001
H: 12.184 16.701 14.493  0.000
H: 12.511 18.552 13.215  0.000
H: 12.428 18.426 10.579  0.000
H: 11.445 16.303 9.536  0.000
H: 10.052 13.712 8.340  -0.003
H: 11.524 13.477 6.336  0.007
H: 13.937 14.038 6.556  -0.001
H: 15.038 13.612 8.744  0.004
H: 8.903 15.712 10.743  0.000
H: 6.538 14.806 10.059  0.000
H: 6.359 12.396 9.882  0.000
H: 7.951 10.836 10.725  0.000
H: 11.361 9.841 10.759  0.000
H: 9.626 9.684 11.034  0.001
H: 9.441 8.520 14.855  0.001
H: 8.218 8.371 12.673  0.000
H: 8.034 10.118 12.670  0.000
H: 7.152 9.130 13.896  0.001
H: 10.223 11.096 15.339  0.026
H: 8.757 10.408 16.133  0.001
H: 8.611 11.515 14.797  0.000
H: 11.628 7.342 13.701  0.002
H: 10.788 5.989 11.542  0.001
H: 9.620 7.363 11.368  0.000
H: 9.453 6.437 12.761  0.000
H: 13.463 8.307 11.982  0.002
H: 12.235 7.764 10.697  0.000
H: 12.954 6.674 11.809  0.000
H: 16.641 12.179 8.559  0.002
H: 18.366 10.330 7.854  0.000
H: 18.383 9.740 9.533  0.000
H: 19.042 11.456 9.001  0.000
H: 14.794 10.390 8.380  0.000
H: 16.152 9.207 8.643  0.000
H: 16.125 10.222 7.174  0.000
H: 11.807 9.642 14.867  0.076
O: 19.024 9.417 17.812  0.000
Cl: 18.040 10.476 17.530  0.000
O: 16.689 9.855 17.578  0.002
O: 18.089 10.967 16.106  0.000
O: 18.100 11.612 18.449  0.000
N: 16.520 6.586 15.878  0.083
C: 16.244 7.599 15.239  -0.002
N: 15.983 8.752 14.929  0.081
C: 15.231 9.328 14.116  0.081
N: 14.481 10.145 13.719  0.158

Results
multiplicity: 5
energy above the lowest of the compared OMol25 structures with the same formula, charge and spin: 0.0 kJ/mol
highest occupied orbital energy (alpha / beta): -7.472 / -7.561 eV
gap between HOMO and LUMO (alpha / beta): 7.0 / 4.1 eV